C25H53ClMoO3P2SSi2 as an isolated structure in a non-equilibrium geometry. Source: the OMol25 dataset; level of theory: ωB97M-V/def2-TZVPD.

Geometry (Å):
1 Mo -0.25644 -0.00688 -0.59258
2 C 1.68927 -0.13320 -1.72269
3 C 0.96179 -1.33769 -1.94231
4 C -0.29316 -0.92508 -2.58024
5 Si 1.77087 -2.96987 -1.49623
6 C -0.28646 0.49277 -2.72398
7 C 0.96720 1.01357 -2.16798
8 Si 1.77942 2.69392 -2.00941
9 H 2.67030 -0.08467 -1.27050
10 H -1.06490 -1.58799 -2.93359
11 H -1.03201 1.07761 -3.22944
12 Cl -4.80090 0.14079 1.53506
13 C 3.64669 2.60480 -1.90439
14 C 1.28468 3.75901 -3.45970
15 C 3.64067 -2.87556 -1.40308
16 C 1.29584 -4.27903 -2.74029
17 H 1.95362 3.50086 -4.28994
18 H 1.42186 4.81955 -3.22086
19 H 0.25353 3.59069 -3.77996
20 H 3.96247 2.09015 -0.98981
21 H 4.05909 3.62115 -1.90109
22 H 4.04649 2.07272 -2.77532
23 H 1.94744 -4.14727 -3.61286
24 H 0.25627 -4.20425 -3.06800
25 H 1.47285 -5.27859 -2.32652
26 H 4.04556 -2.51081 -2.35443
27 H 4.04463 -3.87927 -1.22033
28 H 3.96715 -2.21169 -0.59467
29 C 1.14747 3.37020 -0.35607
30 C 1.13604 -3.36226 0.24257
31 P -0.47886 2.63730 -0.01345
32 H 1.12061 4.47066 -0.37554
33 H 1.82757 3.04602 0.44439
34 P -0.49954 -2.58881 0.44697
35 H 1.80284 -2.88724 0.97851
36 H 1.10981 -4.44554 0.41557
37 C -1.01606 -3.07000 2.17864
38 C -1.60059 -3.69242 -0.63230
39 C -1.59805 3.52562 -1.26488
40 C -1.00128 3.39839 1.60548
41 C -0.79235 2.39607 2.73376
42 H -2.08519 3.58128 1.48503
43 C -0.29900 4.70937 1.95936
44 H 0.76737 4.54671 2.15481
45 H -0.74897 5.10240 2.88092
46 H -0.39952 5.48267 1.19180
47 H -1.26912 1.42894 2.53266
48 H -1.23030 2.79925 3.65851
49 H 0.28013 2.24143 2.90978
50 H -1.16395 3.23300 -2.23750
51 C -1.57169 5.04938 -1.15879
52 C -3.02810 2.99786 -1.18800
53 H -0.56478 5.48207 -1.18407
54 H -2.08807 5.39522 -0.25494
55 H -2.11641 5.46087 -2.02163
56 H -3.10772 1.95400 -1.51267
57 H -3.66725 3.60414 -1.84426
58 H -3.43775 3.05517 -0.17150
59 H -1.16675 -3.57010 -1.64074
60 C -3.03152 -3.16153 -0.64524
61 C -1.57001 -5.17394 -0.26460
62 H -0.56236 -5.60306 -0.22063
63 H -2.11857 -5.72819 -1.04078
64 H -2.08121 -5.35949 0.68796
65 H -3.11021 -2.18124 -1.12899
66 H -3.44353 -3.05893 0.36657
67 H -3.66774 -3.86410 -1.19968
68 C -0.82930 -1.89145 3.12397
69 C -0.29924 -4.29359 2.74288
70 H -2.09620 -3.28097 2.08049
71 H 0.76652 -4.09094 2.90305
72 H -0.39718 -5.18717 2.11900
73 H -0.74426 -4.52533 3.71944
74 H 0.23952 -1.69135 3.26107
75 H -1.26685 -2.13373 4.10250
76 H -1.31040 -0.97811 2.75690
77 C -2.28303 0.03990 0.29379
78 H -2.96164 -0.04330 -0.56271
79 H -2.54174 -0.78795 0.97247
80 H -2.58922 0.94769 0.83897
81 C 1.99325 0.35762 3.82782
82 S 2.63896 0.07437 2.17854
83 O 2.75304 1.40625 1.56619
84 O 3.84998 -0.72490 2.24126
85 O 1.49571 -0.68704 1.58863
86 H 2.20417 -0.46931 4.49549
87 H 0.92500 0.42140 3.72283
88 H 2.37371 1.27101 4.28546

Output
- ⟨S²⟩ = 2.045
- multiplicity = 3
- M (g mol⁻¹) = 683.3
- orbital gap (alpha / beta) (hartree) = 0.179 / 0.170